The molecule CH3NO2 at a distorted geometry. Source: the Open Molecules 2025 dataset; level of theory: the ωB97M-V functional and the def2-TZVPD basis.

Positions of all 7 atoms, in Å:
C -0.095 -0.384 0.404
N 1.325 0.604 0.114
O 0.921 -0.765 -0.333
O -1.213 0.112 -0.134
H -0.175 -0.784 1.421
H 0.732 1.238 -0.396
H -1.496 -0.020 -1.076

For the energy relative to the best compared isomer or geometry (same formula, charge and spin), the calculation gives 3.6715 eV. For the strongest force on any atom, the calculation gives 10.46 eV/A. As for the spin multiplicity: 3. Its energy is -244.83411 hartree. Its expectation value of S² is 2.01. For the molecular weight, the calculation gives 61.0 g mol⁻¹. The gap between HOMO and LUMO (alpha / beta) is 0.2197 / 0.3189 hartree.

Here are the natural (NBO) charges for atoms 1 to 4, given in e: C 0.28; N -0.13; O -0.39; O -0.70